[1]
C7H5NO4 | ωB97M-V/def2-TZVPD

XYZ file:
```
17
Properties=species:S:1:pos:R:3:lowdin_charge:R:1
O -2.623 -1.194 0.209 0.14
C -1.458 -1.154 -0.090 -0.49
O -0.878 -2.269 -0.574 0.14
C -0.617 0.024 -0.072 -0.03
C -1.312 1.206 0.030 -0.02
C -0.711 2.387 0.069 -0.05
N 0.695 2.482 -0.094 0.12
C 1.302 1.361 -0.195 -0.12
C 0.859 0.045 -0.018 0.00
C 1.938 -0.913 0.047 -0.45
O 3.070 -0.645 -0.233 0.14
O 1.657 -2.159 0.508 0.22
H -1.708 -2.730 -0.575 0.12
H -2.304 1.377 0.440 0.14
H -1.203 3.216 0.125 0.06
H 2.431 1.263 -0.112 0.15
H 0.861 -2.297 0.535 -0.07
```

Properties
strongest force on any atom = 14.035 eV/Å
charge = 0
SMILES string = O=C(O)c1ccncc1C(=O)O
energy above the lowest of the compared OMol25 structures with the same formula, charge and spin = 2.787 eV
electronic energy = -17017.7890 eV
LUMO = -0.0553 Ha

[2]
C44H48Cl2N5O3SiTi | ωB97M-V/def2-TZVPD

XYZ file:
```
104
Properties=species:S:1:pos:R:3:lowdin_charge:R:1
Ti 0.580 -0.328 1.330 1.03
O 1.103 0.200 3.090 -0.14
C 2.324 0.255 3.508 -0.37
C 2.703 1.197 4.494 -0.05
C 4.003 1.314 4.918 -0.12
C 5.001 0.459 4.431 -0.13
C 4.651 -0.528 3.545 -0.06
C 3.336 -0.655 3.069 -0.16
C 2.964 -1.798 2.290 -0.07
N 1.830 -1.913 1.704 -0.07
C 1.335 -3.223 1.339 -0.19
C 0.287 -3.538 2.407 -0.19
N -0.623 -2.415 2.409 0.03
C -1.856 -2.621 2.642 -0.12
C -2.862 -1.592 2.635 -0.15
C -4.189 -1.935 2.918 -0.07
C -5.199 -1.001 2.907 -0.12
C -4.875 0.328 2.608 -0.10
C -3.587 0.692 2.303 -0.02
C -2.517 -0.251 2.275 -0.36
O -1.337 0.106 1.941 -0.18
H 1.927 1.848 4.880 0.11
H 4.262 2.080 5.639 0.10
H 6.024 0.569 4.764 0.09
H 5.393 -1.231 3.182 0.11
H 3.668 -2.634 2.264 0.14
H 2.127 -3.979 1.301 0.12
H 0.829 -3.150 0.379 0.07
H 0.786 -3.598 3.382 0.12
H -0.216 -4.495 2.210 0.12
H -2.210 -3.636 2.883 0.13
H -4.418 -2.972 3.145 0.10
H -6.223 -1.279 3.120 0.09
H -5.657 1.078 2.620 0.10
H -3.368 1.721 2.039 0.09
Cl 3.840 2.463 1.779 0.78
C 3.940 1.807 0.170 -0.57
C 4.924 2.284 -0.668 -0.15
C 5.174 1.657 -1.877 -0.13
C 4.493 0.484 -2.169 -0.15
C 3.504 0.027 -1.326 -0.59
Cl 2.776 -1.500 -1.682 0.78
C 3.035 0.743 -0.157 -0.40
N 1.948 0.472 0.557 -0.07
H 5.517 3.135 -0.360 0.09
H 5.922 2.041 -2.558 0.09
H 4.737 -0.095 -3.050 0.10
C 0.766 3.719 0.536 -0.16
C -0.032 5.042 0.374 -0.16
N -1.454 4.812 0.635 -0.17
C -1.617 4.343 2.013 -0.16
C -0.724 3.101 2.270 -0.15
N -0.120 2.657 1.011 -0.15
C -1.151 2.448 -0.014 -0.14
C -1.919 3.769 -0.281 -0.15
H 1.564 3.839 1.261 0.07
H 1.203 3.389 -0.410 0.12
H 0.059 5.448 -0.638 0.11
H 0.321 5.805 1.074 0.11
H -2.677 4.112 2.152 0.10
H -1.367 5.169 2.687 0.11
H -1.292 2.275 2.691 0.09
H 0.093 3.335 2.958 0.12
H -1.822 1.660 0.321 0.09
H -0.644 2.102 -0.911 0.10
H -2.997 3.649 -0.135 0.11
H -1.753 4.127 -1.300 0.10
C -3.234 -2.172 -3.089 -0.09
C -2.702 -1.838 -1.690 -0.58
C -3.620 -0.803 -1.031 -0.07
C -2.740 -3.114 -0.839 -0.08
Si -0.871 -1.233 -1.748 0.50
O -0.277 -1.036 -0.286 -0.37
C -0.056 -2.588 -2.846 -0.24
C 0.179 -2.361 -4.204 -0.10
C 0.721 -3.338 -5.029 -0.09
C 1.031 -4.589 -4.519 -0.11
C 0.795 -4.848 -3.176 -0.10
C 0.267 -3.858 -2.361 -0.13
C -0.627 0.336 -2.799 -0.22
C -1.645 1.165 -3.268 -0.10
C -1.371 2.334 -3.967 -0.10
C -0.057 2.698 -4.224 -0.10
C 0.975 1.880 -3.782 -0.08
C 0.688 0.721 -3.078 -0.11
H -4.255 -2.567 -3.024 0.08
H -2.608 -2.922 -3.576 0.07
H -3.251 -1.286 -3.729 0.07
H -4.595 -1.243 -0.790 0.09
H -3.796 0.054 -1.684 0.06
H -3.185 -0.433 -0.104 0.06
H -3.767 -3.484 -0.744 0.08
H -2.352 -2.914 0.162 0.06
H -2.139 -3.905 -1.291 0.06
H -0.059 -1.394 -4.630 0.10
H 0.905 -3.122 -6.075 0.10
H 1.455 -5.353 -5.160 0.09
H 1.029 -5.823 -2.764 0.10
H 0.118 -4.084 -1.312 0.08
H -2.680 0.909 -3.074 0.08
H -2.185 2.961 -4.310 0.10
H 0.156 3.610 -4.769 0.09
H 2.006 2.143 -3.988 0.10
H 1.509 0.105 -2.729 0.03
```

Properties
strongest force on any atom = 1.424 eV/Å
charge = -1
energy above the lowest of the compared OMol25 structures with the same formula, charge and spin = 0.615 eV
electronic energy = -116045.4337 eV
LUMO = 0.0880 Ha

[3]
C4H7N3O4 | ωB97M-V/def2-TZVPD

XYZ file:
```
18
Properties=species:S:1:pos:R:3:lowdin_charge:R:1
O 2.329 0.689 1.734 0.03
C 1.667 0.716 0.667 -0.41
N 2.224 1.131 -0.472 0.03
O 3.627 1.372 -0.428 -0.01
C 0.195 0.326 0.443 -0.15
N -0.433 0.725 -0.809 0.10
C -0.086 -0.678 -0.620 -0.16
C -1.198 -1.596 -0.275 -0.40
O -1.141 -2.770 -0.598 0.09
N -2.396 -1.180 0.340 0.02
O -3.034 0.048 0.111 -0.02
H 1.693 1.493 -1.235 0.14
H 3.806 1.228 0.548 0.11
H -0.360 0.361 1.346 0.14
H -1.462 0.736 -0.566 0.09
H 0.638 -1.186 -1.259 0.16
H -3.076 -1.892 0.122 0.14
H -2.992 0.477 0.952 0.10
```

Properties
strongest force on any atom = 2.461 eV/Å
charge = 0
SMILES string = O=C(NO)[C@H]1N[C@@H]1C(=O)NO
energy above the lowest of the compared OMol25 structures with the same formula, charge and spin = 5.201 eV
electronic energy = -16917.6428 eV
LUMO = 0.0089 Ha

[4]
C15H30N3O21 | ωB97M-V/def2-TZVPD

XYZ file:
```
69
Properties=species:S:1:pos:R:3:lowdin_charge:R:1
C 23.413 7.276 -13.234 0.00
C 22.114 7.749 -12.611 -0.37
O 21.492 8.626 -13.156 0.19
N 21.656 7.094 -11.308 0.12
H 20.790 6.643 -11.566 0.08
H 22.256 6.351 -10.978 0.16
C 21.316 8.207 -10.232 0.05
H 23.577 7.745 -14.204 0.09
H 23.444 6.209 -13.457 0.08
H 24.286 7.502 -12.621 0.08
H 20.510 8.785 -10.684 0.10
H 22.065 8.951 -9.962 0.10
H 20.995 7.644 -9.355 0.08
C 17.506 9.039 -7.013 0.03
C 17.905 9.312 -8.454 -0.29
O 19.086 9.465 -8.822 0.08
N 16.775 9.403 -9.487 0.14
H 15.958 9.779 -9.027 0.10
H 17.011 10.063 -10.214 0.11
C 16.474 7.979 -10.043 0.07
H 17.823 9.899 -6.422 0.09
H 18.096 8.189 -6.672 0.09
H 16.422 8.968 -6.924 0.07
H 15.670 8.013 -10.778 0.11
H 16.161 7.417 -9.162 0.07
H 17.378 7.531 -10.455 0.08
C 14.201 2.916 -4.460 0.00
C 15.231 3.214 -5.498 -0.34
O 15.722 2.340 -6.267 0.12
N 15.858 4.580 -5.489 0.10
H 16.195 4.671 -4.541 0.17
H 16.694 4.655 -6.050 0.08
C 14.965 5.709 -6.133 0.09
H 13.236 3.211 -4.871 0.10
H 14.370 3.360 -3.479 0.09
H 14.080 1.847 -4.283 0.09
H 14.569 5.264 -7.046 0.11
H 15.700 6.420 -6.510 0.09
H 14.128 6.082 -5.543 0.10
O 16.575 13.768 -11.043 0.07
C 17.511 12.813 -11.183 -0.87
O 18.712 13.057 -11.304 -0.07
O 17.101 11.639 -11.354 -0.08
H 15.807 13.247 -11.291 0.09
O 16.015 12.382 -5.515 0.11
C 17.014 12.054 -4.789 -1.13
O 16.982 10.981 -4.337 -0.03
O 17.914 12.808 -4.586 -0.03
H 15.485 11.584 -5.448 0.10
O 14.068 10.652 -11.612 0.05
C 13.802 9.990 -12.757 -0.92
O 12.684 9.918 -13.251 -0.09
O 14.783 9.461 -13.333 -0.10
H 15.019 10.533 -11.564 0.04
O 19.233 5.901 -8.783 0.09
C 18.128 5.370 -8.299 -0.88
O 18.090 4.863 -7.179 -0.04
O 17.245 5.189 -9.146 -0.02
H 18.913 5.711 -9.668 0.07
O 17.240 5.260 -12.090 0.09
C 18.152 5.948 -12.750 -0.95
O 19.146 6.142 -12.077 -0.07
O 18.036 6.427 -13.834 0.05
H 17.549 5.164 -11.186 0.05
O 12.510 11.141 -8.319 0.11
C 13.768 10.856 -8.324 -0.88
O 14.613 11.678 -8.809 -0.04
O 14.138 9.753 -7.844 -0.11
H 12.145 10.392 -7.843 0.09
```

Properties
strongest force on any atom = 10.620 eV/Å
charge = -3
energy above the lowest of the compared OMol25 structures with the same formula, charge and spin = 2.495 eV
electronic energy = -63505.0637 eV
LUMO = 0.1286 Ha